Density functional theory data (wB97M-V/def2-TZVPD) for a cluster of 2 separate species, C21H23BN5O8 in total at a distorted geometry.

XYZ file:
```
58
Properties=species:S:1:pos:R:3:forces:R:3
O -1.07447 -0.62197 1.91920 -1.134 -0.072 0.235
O 3.20290 4.30606 0.35796 0.265 -0.381 -0.982
O 3.05979 0.37614 -4.70600 -0.648 0.500 0.493
O -1.88700 3.92754 -1.22562 0.796 -0.560 -1.969
O 0.79589 0.46114 -4.56138 0.569 0.002 -0.293
O 4.30532 3.07951 -1.22074 -0.212 0.818 0.010
O -2.30062 3.22894 -3.25774 1.818 0.032 1.156
O -1.23503 -1.75931 -0.16854 -0.742 -0.324 0.346
N -0.19312 1.24207 -4.03045 1.618 2.140 0.974
N 2.08481 0.96583 -4.27704 -0.839 1.473 0.621
N 3.17775 3.78567 -0.74462 -1.482 -0.250 -1.482
N 4.06192 2.50529 -2.44430 -2.937 0.962 -0.220
N -1.50200 3.46334 -2.33300 -1.433 0.545 0.651
C -2.93723 -3.36729 0.25879 -0.095 -0.194 0.163
C -0.07183 3.23776 -2.48244 0.297 0.744 0.914
C 2.99177 -1.70520 2.35461 -0.383 0.170 -0.176
C -2.44688 -1.95640 0.53246 0.065 0.159 0.528
C -3.16141 -1.12315 2.94401 -0.175 -0.054 -0.053
C 1.06262 -1.48604 0.90567 -1.338 0.317 -0.238
C -1.39403 -2.86179 2.73424 0.013 -0.311 -0.008
C 0.39994 2.89346 0.52854 -0.027 -0.167 1.474
C 0.59535 1.54848 0.58370 0.142 0.326 -0.812
C -2.03530 -1.64625 2.06571 -0.245 -0.120 -0.602
C 0.79505 3.81846 -1.52315 -2.124 0.302 -0.634
C 3.58729 -2.57316 1.43508 -0.123 0.004 0.009
C 2.76036 2.84511 -2.72736 2.819 -1.291 1.428
C -0.22757 0.60904 -0.16510 -0.756 -0.360 0.080
C -3.49231 -0.96049 0.02601 -0.149 0.187 0.045
C 1.85813 2.12961 -3.56610 0.564 -1.696 -1.391
C 1.63145 -2.37066 0.00140 1.209 -0.287 0.254
C 2.90678 -2.90610 0.25970 -0.373 0.152 -0.074
C 1.72569 -1.16208 2.08154 1.202 -0.407 0.153
C 2.18294 3.65016 -1.71551 2.833 -0.793 1.278
C 0.46700 2.27665 -3.42638 -1.851 -2.050 -0.524
B -0.45146 -0.85831 0.64226 2.408 0.714 -0.593
H -0.60650 3.26381 0.31668 0.476 -0.117 -0.159
H -3.86596 -3.56272 0.80856 0.082 -0.061 -0.039
H -3.25115 0.06813 0.32863 -0.030 -0.277 -0.089
H 3.49458 -1.43255 3.28243 0.042 -0.136 -0.181
H -2.18858 -4.11372 0.54260 -0.116 0.137 -0.060
H 4.57316 -2.99343 1.63955 -0.217 0.088 -0.072
H -3.60102 -0.21298 2.52434 0.081 -0.163 0.094
H -0.66063 -3.35043 2.07860 -0.161 0.172 0.147
H -3.94248 -1.88467 3.05881 0.009 0.124 0.014
H 1.42021 1.12080 1.15886 0.218 0.305 -0.459
H 3.35622 -3.58118 -0.46833 0.019 0.068 0.189
H 1.27448 -0.47267 2.79561 -0.033 -0.219 -0.128
H -0.87268 -2.54218 3.64469 -0.093 0.011 -0.159
H -3.14615 -3.47889 -0.81216 0.054 0.044 0.156
H -4.48692 -1.22056 0.40851 0.062 0.140 -0.022
H 0.25482 0.30992 -1.11565 0.074 0.038 0.322
H -3.52725 -0.99388 -1.07022 0.069 -0.046 0.201
H 1.09863 -2.64630 -0.90885 0.043 0.072 0.196
H 1.10911 3.55312 1.03643 -0.493 -0.137 0.182
H -2.76174 -0.88512 3.93663 -0.041 -0.044 -0.131
H -2.16295 -3.59268 3.01722 0.146 0.011 -0.057
H 0.45976 4.60402 -0.84482 -0.051 -0.226 -0.630
H -1.20948 1.05212 -0.41355 0.306 -0.014 -0.075
```
Positions in Å, forces in eV/Å.

## Properties
* gap between HOMO and LUMO: 0.197 Eh
* charge: -1
* spin multiplicity: 1
* HOMO energy: -4.713 eV

---

Density functional theory data (wB97M-V/def2-TZVPD) for a structure of composition C5H6N2 at a distorted geometry.

XYZ file:
```
13
Properties=species:S:1:pos:R:3:forces:R:3
N 0.10986 -0.66636 -0.25921 4.708 -1.388 0.208
N 2.34509 -0.12946 0.10415 -3.762 -0.258 -1.593
C -1.27124 -0.74806 0.24034 -1.575 -0.799 -1.328
C 1.40982 -1.14843 -0.12830 1.004 5.460 1.731
C -1.28561 0.71875 -0.09089 -1.716 4.494 -1.957
C 0.22151 0.69624 -0.32459 1.913 -0.158 1.886
C 1.61012 1.08192 -0.02534 -3.792 -1.163 0.276
H -1.57950 -0.81681 1.37858 1.231 -1.010 -2.374
H 1.81391 -2.06382 -0.15732 0.519 -3.588 -0.070
H -1.82728 0.74010 -1.19288 0.868 1.168 3.042
H 1.79335 2.13062 0.36164 0.644 -1.676 -0.920
H -1.84321 -1.33286 -0.64543 0.581 0.759 3.102
H -1.49681 1.53817 0.73925 -0.624 -1.841 -2.004
```
Positions in Å, forces in eV/Å.

## Properties
* gap between HOMO and LUMO: 0.328 Eh
* spin multiplicity: 1
* HOMO energy: -8.189 eV

---

Density functional theory data (wB97M-V/def2-TZVPD) for a cluster of 2 separate species, C3H8OS in total at a distorted geometry.

XYZ file:
```
13
Properties=species:S:1:pos:R:3:forces:R:3
S 1.63514 -0.25897 -0.05563 -0.680 0.205 0.086
O -2.63289 1.38532 2.01246 0.675 0.836 1.900
C -2.69393 1.15309 0.85629 -2.393 -0.642 -0.815
C 3.16624 -0.61720 -0.95767 -3.809 -2.467 -4.054
C -2.18535 -0.02163 0.17378 2.336 0.656 -1.403
H 2.97838 -1.71627 -1.50625 0.994 3.007 1.438
H -1.27527 -0.32872 0.68558 0.078 -0.393 -0.202
H -2.91407 -0.81937 0.19655 -0.266 -0.091 -0.403
H 3.79397 -0.65643 -0.17492 3.125 -0.192 1.787
H 3.27493 0.17379 -1.72043 0.527 -0.575 0.553
H -3.40584 1.66279 0.19367 -0.110 1.089 -0.057
H 2.18855 -0.36968 1.15115 -0.135 0.029 0.186
H -1.92986 0.41328 -0.85458 -0.343 -1.461 0.984
```
Positions in Å, forces in eV/Å.

## Properties
* gap between HOMO and LUMO: 0.367 Eh
* spin multiplicity: 1
* HOMO energy: -9.115 eV

---

Density functional theory data (wB97M-V/def2-TZVPD) for a structure of composition C27H38KN4O7P2S4 at a distorted geometry.

XYZ file:
```
83
Properties=species:S:1:pos:R:3:forces:R:3
K -0.94796 0.07205 -0.47074 2.565 0.929 -0.239
S 0.89720 1.17004 2.71342 -0.117 0.001 0.005
S 0.24374 -2.29398 2.17204 0.024 0.019 -0.024
S 2.18057 2.06886 -0.21272 0.033 -0.052 -0.081
S 2.49475 -1.22464 0.24797 -0.069 -0.004 -0.147
P -3.25217 0.44443 1.95297 -0.127 -0.089 -0.208
P -4.20953 -0.97772 -0.66384 -0.049 0.025 0.187
O -5.22348 5.54453 -0.82875 0.017 -0.113 -0.056
O -5.11476 -0.06840 -1.58810 0.116 -0.091 -0.201
O -4.87532 -2.44155 -0.72721 -0.193 0.031 -0.035
O -3.62764 0.13061 3.51284 -0.007 -0.096 0.029
O -3.37461 1.91941 1.74672 0.002 -0.047 -0.022
O -2.04233 -0.34486 1.61064 -0.503 -0.080 1.043
O -2.79253 -1.07525 -1.05199 -1.733 -0.642 -0.495
N 0.32189 -2.20215 -2.13713 -0.131 0.130 -0.118
N -5.69796 0.76044 0.74452 -0.082 0.158 0.146
N -5.12840 3.47976 -1.73724 -0.098 0.074 -0.083
N -1.19640 3.02420 -0.33940 -0.128 0.208 0.072
C 0.04785 -0.37039 -5.18787 -0.025 0.050 -0.086
C -0.06214 1.84189 -3.57244 0.035 0.059 0.053
C 3.92564 -0.19574 -0.13644 0.051 0.094 -0.033
C 1.91843 -2.98644 2.25141 0.060 -0.070 0.110
C 0.78548 -1.78931 -3.32296 0.006 0.130 -0.036
C 0.37603 -0.44546 -3.83056 0.031 -0.207 0.171
C -0.35150 0.83564 -5.73998 -0.026 0.050 -0.070
C 2.65365 1.56848 2.53017 0.038 -0.042 0.045
C -4.70197 -0.30446 1.01381 0.028 -0.185 0.092
C -2.52540 5.46196 -0.01808 0.022 -0.069 -0.025
C 1.64004 -2.60343 -4.07938 0.004 0.013 -0.029
C -0.40269 1.95514 -4.91695 0.007 -0.065 -0.048
C 2.90478 2.53752 1.38212 0.026 0.090 -0.009
C 3.48229 1.03813 -0.92820 0.148 -0.028 -0.020
C 1.98092 -3.85972 -3.62378 0.039 -0.078 0.002
C -1.21970 5.30329 0.40589 -0.013 -0.035 -0.010
C -3.16230 4.38041 -0.61160 -0.108 -0.012 -0.058
C 3.06394 -2.12410 1.70439 0.071 0.015 0.052
C 0.10518 -1.34198 3.70239 -0.067 0.036 0.034
C 1.46062 -4.29621 -2.41345 0.000 0.047 -0.007
C -5.36365 -1.41901 1.82894 0.002 -0.039 0.069
C -2.45426 3.19219 -0.72919 0.038 -0.098 -0.055
C -0.60163 4.07248 0.21745 -0.088 0.054 0.012
C 1.06114 -0.17241 3.92416 0.043 -0.076 0.002
C -4.58228 4.53346 -1.06961 0.115 0.074 0.132
C 0.64759 -3.41690 -1.71809 0.007 -0.075 0.128
C 0.33898 0.64881 -2.93878 0.206 0.009 -0.221
H -6.19725 -1.86876 1.28672 0.008 0.038 0.011
H -0.11569 2.75429 -2.97918 0.000 0.056 0.047
H 1.68606 -5.27378 -2.01024 0.016 -0.034 0.008
H -0.67956 6.11316 0.87717 0.008 0.008 -0.002
H 3.98208 2.70089 1.27801 -0.016 -0.026 -0.043
H 0.23664 -3.70338 -0.75367 -0.022 -0.023 0.040
H -3.06333 6.39314 0.09844 -0.015 -0.003 -0.002
H 0.19742 -2.02733 4.55030 0.021 0.001 -0.008
H 0.89014 0.21491 4.93200 -0.019 0.013 -0.011
H 2.09318 -0.52288 3.89381 0.031 -0.005 -0.014
H -0.92634 -0.98478 3.67487 0.026 -0.024 -0.042
H 3.05112 1.99888 3.45490 -0.048 -0.006 0.002
H 4.42932 0.10600 0.78542 -0.033 -0.024 0.038
H 3.41212 -1.42215 2.46490 -0.006 0.058 0.000
H -0.62635 0.89918 -6.78854 0.009 0.000 0.043
H 3.05607 0.73826 -1.88783 -0.118 0.000 0.009
H -6.04189 3.63213 -2.13319 0.072 -0.019 0.040
H -6.48816 0.65622 1.37154 0.018 0.027 -0.077
H -2.92517 2.31261 -1.15270 0.015 -0.084 -0.034
H 3.90741 -2.77879 1.46162 -0.042 0.042 -0.019
H -4.18920 -3.07141 -0.96843 0.125 -0.103 -0.065
H -5.71877 -0.99859 2.77064 -0.003 -0.032 -0.005
H 2.14867 -3.28581 3.27803 -0.033 -0.004 -0.008
H 0.42347 3.92846 0.52909 0.073 -0.019 0.023
H -4.65544 -2.20968 2.07161 0.041 -0.006 -0.029
H 4.65407 -0.74822 -0.73692 -0.017 0.012 0.010
H -5.24642 1.65476 0.95015 -0.033 -0.020 -0.008
H 2.64978 -4.48930 -4.20052 -0.017 -0.005 0.006
H -0.70967 2.91269 -5.32724 -0.015 0.038 -0.016
H 1.86314 -3.90412 1.66328 -0.058 0.019 -0.030
H -5.65304 0.47033 -0.93716 -0.107 0.071 0.097
H 3.17664 0.63637 2.34031 0.048 -0.102 -0.001
H 2.03410 -2.22659 -5.01323 0.018 0.007 -0.012
H -3.92326 0.95392 3.90972 -0.035 0.157 0.065
H 4.36043 1.65712 -1.13289 -0.005 -0.005 0.015
H 0.07313 -1.25877 -5.81401 -0.004 -0.007 0.003
H 2.47363 3.50935 1.63337 -0.045 0.015 -0.029
H -4.56864 2.74122 -2.12691 -0.009 -0.012 0.032
```
Positions in Å, forces in eV/Å.

## Properties
* gap between HOMO and LUMO: 0.199 Eh
* charge: -1
* spin multiplicity: 1
* HOMO energy: -3.348 eV